Here is a single C5H11NO molecule from the Open Molecules 2025 dataset. Energies are from ωB97M-V/def2-TZVPD.

The calculation puts the total energy at -327.11137 Eh. The relative energy (zero: lowest compared OMol25 entry of this formula, charge and spin) comes out at 0.5435 eV. Its SMILES is CC(C)N(C)C=O. For the LUMO energy, the calculation gives 0.88 eV.

Each line ends with the Löwdin charge.
Element x y z (Å)
C: -0.871 -1.299 -0.731  -0.06
C: -0.663 0.172 -0.377  -0.39
C: -1.585 0.626 0.758  -0.05
N: 0.738 0.464 -0.048  -0.13
C: 1.431 -0.352 0.930  -0.06
C: 1.507 1.170 -0.929  -0.33
O: 1.180 1.523 -2.044  0.02
H: -0.703 -1.950 0.135  0.07
H: -1.897 -1.467 -1.073  0.08
H: -0.188 -1.600 -1.533  0.09
H: -0.872 0.773 -1.268  0.13
H: -1.526 1.710 0.899  0.08
H: -2.626 0.367 0.537  0.08
H: -1.320 0.143 1.706  0.07
H: 1.035 -0.234 1.944  0.09
H: 1.382 -1.411 0.651  0.08
H: 2.487 -0.070 0.936  0.08
H: 2.491 1.433 -0.492  0.13

Here is a single C5H11NO molecule from the Open Molecules 2025 dataset. Energies are from ωB97M-V/def2-TZVPD.

The calculation puts the total energy at -327.04976 Eh. The relative energy (zero: lowest compared OMol25 entry of this formula, charge and spin) comes out at 2.2202 eV. Its SMILES is C[C@H]1CN1CCO. For the LUMO energy, the calculation gives 1.14 eV.

Each line ends with the Löwdin charge.
Element x y z (Å)
C: 1.842 0.244 -1.469  -0.06
C: 1.064 -0.565 -0.457  -0.35
C: 1.439 -0.585 0.979  -0.12
N: 0.308 0.203 0.520  -0.09
C: -1.022 -0.229 0.927  -0.19
C: -2.122 0.208 -0.041  -0.25
O: -2.704 1.418 0.423  -0.08
H: 1.184 0.601 -2.269  0.07
H: 2.650 -0.339 -1.925  0.07
H: 2.282 1.120 -0.981  0.08
H: 0.615 -1.488 -0.836  0.14
H: 2.306 -0.030 1.334  0.11
H: 1.234 -1.505 1.530  0.11
H: -1.065 -1.302 1.188  0.12
H: -1.315 0.352 1.808  0.12
H: -1.746 0.324 -1.069  0.12
H: -2.933 -0.527 -0.056  0.12
H: -2.018 2.099 0.393  0.09

Here is a single C5H11NO molecule from the Open Molecules 2025 dataset. Energies are from ωB97M-V/def2-TZVPD.

The calculation puts the total energy at -326.96089 Eh. The relative energy (zero: lowest compared OMol25 entry of this formula, charge and spin) comes out at 4.6384 eV. For the LUMO energy, the calculation gives 0.88 eV.

Each line ends with the Löwdin charge.
Element x y z (Å)
C: 1.921 0.223 -1.362  -0.07
C: 1.166 -0.601 -0.346  -0.45
C: 1.663 -0.813 1.029  0.02
N: 0.283 0.126 0.584  -0.10
C: -1.059 -0.350 0.896  -0.17
C: -2.116 0.320 0.022  -0.26
O: -2.108 1.719 0.190  -0.06
H: 1.258 0.601 -2.150  0.07
H: 2.689 -0.404 -1.829  0.08
H: 2.427 1.063 -0.876  0.08
H: 0.565 -1.388 -0.817  0.14
H: 0.767 0.766 1.209  0.13
H: 1.172 -1.712 1.438  0.02
H: -1.082 -1.440 0.763  0.13
H: -1.264 -0.130 1.947  0.13
H: -1.970 0.036 -1.033  0.12
H: -3.110 -0.028 0.323  0.12
H: -1.203 2.011 0.011  0.08

Here is 2 unconnected molecules or ions with the total composition C5H11NO from the Open Molecules 2025 dataset. Energies are from ωB97M-V/def2-TZVPD.

The calculation puts the total energy at -327.01187 Eh. The relative energy (zero: lowest compared OMol25 entry of this formula, charge and spin) comes out at 3.2512 eV. Its SMILES is C/N=C(\C)O.C=C. For the LUMO energy, the calculation gives 0.89 eV.

Each line ends with the Löwdin charge.
Element x y z (Å)
C: -0.805 1.491 0.891  -0.09
N: -0.225 0.484 0.024  -0.04
C: -0.606 -0.755 0.115  -0.47
C: -1.839 -1.221 0.864  -0.01
O: 0.077 -1.695 -0.459  0.01
H: -1.035 2.413 0.347  0.08
H: -1.735 1.146 1.357  0.07
H: -0.115 1.742 1.707  0.09
H: -2.042 -2.250 0.568  0.08
H: -2.715 -0.603 0.640  0.08
H: -1.672 -1.192 1.946  0.09
H: 1.114 -1.243 -0.673  0.07
C: 2.201 -0.366 -1.141  -0.17
C: 1.352 0.749 -1.159  -0.08
H: 3.101 -0.331 -0.531  0.05
H: 2.285 -0.942 -2.063  0.06
H: 0.706 0.876 -2.025  0.09
H: 1.626 1.682 -0.674  0.08

Here is 2 unconnected molecules or ions with the total composition C5H11NO from the Open Molecules 2025 dataset. Energies are from ωB97M-V/def2-TZVPD.

The calculation puts the total energy at -327.08539 Eh. The relative energy (zero: lowest compared OMol25 entry of this formula, charge and spin) comes out at 1.2505 eV. Its SMILES is CNC(C)=O.C=C. For the LUMO energy, the calculation gives 0.89 eV.

Each line ends with the Löwdin charge.
Element x y z (Å)
C: 0.806 0.811 1.534  -0.09
N: 0.332 0.326 0.258  0.00
C: 1.033 -0.384 -0.669  -0.54
C: 2.536 -0.411 -0.490  -0.01
O: 0.475 -0.921 -1.617  0.02
H: 1.182 0.006 2.179  0.08
H: 1.588 1.571 1.423  0.08
H: -0.041 1.272 2.047  0.08
H: -0.664 0.353 0.083  0.07
H: 2.975 -1.003 -1.294  0.08
H: 2.827 -0.835 0.478  0.08
H: 2.927 0.611 -0.540  0.09
C: -2.775 0.322 -0.914  -0.08
C: -2.574 -0.793 -0.216  -0.09
H: -3.448 1.107 -0.579  0.05
H: -2.246 0.487 -1.851  0.06
H: -1.866 -1.541 -0.567  0.05
H: -3.068 -0.980 0.735  0.05

Here is a single C5H11NO molecule at a distorted geometry from the Open Molecules 2025 dataset. Energies are from ωB97M-V/def2-TZVPD.

The calculation puts the total energy at -327.06550 Eh. The relative energy (zero: lowest compared OMol25 entry of this formula, charge and spin) comes out at 1.7919 eV. Its SMILES is N/C=C/CCCO. For the LUMO energy, the calculation gives 1.03 eV.

Each line ends with the Löwdin charge.
Element x y z (Å)
N: 1.600 -0.201 2.494  0.04
C: 1.507 0.395 1.246  -0.23
C: 0.388 0.833 0.694  -0.15
C: 0.190 1.034 -0.782  -0.23
C: -0.262 -0.230 -1.524  -0.19
C: -1.710 -0.646 -1.196  -0.25
O: -1.726 -1.475 -0.039  -0.07
H: 0.815 -0.779 2.747  0.08
H: 2.485 -0.605 2.744  0.08
H: 2.442 0.583 0.725  0.12
H: -0.530 0.743 1.281  0.10
H: 1.144 1.412 -1.164  0.11
H: -0.517 1.844 -0.987  0.10
H: -0.017 -0.066 -2.578  0.11
H: 0.356 -1.056 -1.244  0.10
H: -2.106 -1.201 -2.044  0.11
H: -2.275 0.279 -1.073  0.11
H: -1.784 -0.865 0.700  0.06